Record 1
{"formula": "C3H11N4", "method": "ωB97M-V/def2-TZVPD", "multiplicity": 1, "orbital_gap_ev": 10.15, "e_lumo_ev": -3.077, "total_charge": 1, "homo_energy_ev": -13.2, "elements": ["C", "C", "C", "N", "N", "N", "N", "H", "H", "H", "H", "H", "H", "H", "H", "H", "H", "H"], "positions_angstrom": [[-1.23913, -2.10003, 0.84802], [0.85525, 2.01028, 0.67677], [0.55481, 1.24157, -1.63602], [-1.08988, -0.88983, 0.51268], [-1.07463, -3.24178, 1.04445], [0.81211, 0.84440, -0.19797], [-0.99157, -4.54623, 0.80168], [0.15220, 1.84755, 1.47182], [1.78916, 2.29561, 1.18267], [0.61660, 2.94773, 0.26141], [0.52626, 0.42181, -2.24761], [-0.33404, 1.74811, -1.82370], [1.48302, 1.82651, -1.85813], [-0.14493, -0.41638, 0.41403], [1.64816, 0.32037, -0.38133], [-1.84308, -0.21719, 0.36595], [-0.73855, -4.99385, 1.65948], [-0.88907, -4.71820, -0.15120]]}

Record 2
{"formula": "C3H11N4O", "method": "ωB97M-V/def2-TZVPD", "multiplicity": 2, "orbital_gap_ev": [3.14, 9.47], "e_lumo_ev": [0.405, 0.239], "homo_energy_ev": [-2.7, -9.2], "elements": ["N", "C", "N", "O", "H", "H", "H", "H", "C", "C", "N", "N", "H", "H", "H", "H", "H", "H", "H"], "positions_angstrom": [[1.32719, -0.53247, -0.83293], [0.94975, 0.34148, -1.89619], [-0.37741, 0.77950, -1.80833], [1.77006, 0.74926, -2.74453], [0.62725, -1.26921, -0.69679], [2.22099, -0.98789, -1.01683], [-0.65954, 1.35026, -2.66382], [-1.00388, -0.00330, -1.73773], [-0.97321, -0.96357, 1.71263], [-0.93931, 0.38134, 1.85615], [0.04828, 1.15618, 1.04105], [-1.63248, -1.81756, 2.54292], [-0.42288, -1.45872, 0.97768], [-1.53480, 0.90731, 2.63272], [0.50482, 1.86486, 1.56292], [0.84030, 0.58741, 0.66066], [-0.34768, 1.52013, 0.24798], [-2.30736, -1.44713, 3.19431], [-1.86011, -2.71288, 2.16052]]}

Record 3
{"formula": "C3H11N5", "method": "ωB97M-V/def2-TZVPD", "multiplicity": 2, "orbital_gap_ev": [2.65, 8.66], "e_lumo_ev": [3.606, 3.522], "total_charge": -1, "homo_energy_ev": [1.0, -5.1], "elements": ["C", "N", "C", "N", "H", "H", "H", "H", "H", "H", "N", "C", "N", "N", "H", "H", "H", "H", "H"], "positions_angstrom": [[1.05748, 2.39224, -1.18523], [-0.31730, 2.41404, -0.70822], [-0.63907, 1.56151, 0.32356], [-1.82392, 1.17646, 0.51544], [1.19300, 3.14456, -1.96131], [1.72733, 2.63259, -0.36005], [1.33991, 1.41279, -1.58567], [-1.02164, 2.43209, -1.43031], [0.22681, 1.30605, 0.93932], [-1.89600, 0.52235, 1.28495], [-1.10177, -2.59361, 0.39484], [0.06708, -1.87832, 0.29048], [0.65168, -1.55488, 1.52150], [0.58974, -1.41371, -0.78226], [-1.27007, -3.24469, -0.37287], [-1.23360, -3.04146, 1.30048], [0.80872, -2.38518, 2.10304], [1.54696, -1.12344, 1.31291], [0.09464, -1.75939, -1.60062]]}

Record 4
{"formula": "C3H11N5", "method": "ωB97M-V/def2-TZVPD", "multiplicity": 3, "orbital_gap_ev": [8.39, 6.50], "e_lumo_ev": [-8.315, -13.429], "total_charge": 2, "homo_energy_ev": [-16.7, -19.9], "elements": ["C", "C", "C", "N", "N", "N", "N", "N", "H", "H", "H", "H", "H", "H", "H", "H", "H", "H", "H"], "positions_angstrom": [[0.33378, 0.02296, -0.33913], [1.76179, -0.17179, -0.36119], [0.42871, 2.17763, -1.55060], [-0.46582, -0.85805, 0.45017], [-0.26533, 1.06447, -0.90281], [-2.39638, -0.88521, 1.55891], [0.13824, -1.91278, 1.06620], [-1.61549, -0.35296, 0.69045], [2.05438, -0.99909, -1.18752], [2.15384, -0.53820, 0.59011], [2.27796, 0.69413, -0.64306], [1.51418, 1.95156, -1.81856], [-0.20333, 2.33504, -2.38991], [0.40677, 3.11514, -1.00321], [-2.43722, -1.84544, 1.96163], [-3.20903, -0.34685, 1.71210], [0.32379, -1.85971, 2.05649], [0.45856, -2.77895, 0.66969], [-1.25940, 1.18809, -0.55977]]}

Record 5
{"formula": "C3H11NO", "method": "ωB97M-V/def2-TZVPD", "multiplicity": 1, "orbital_gap_ev": 10.37, "e_lumo_ev": 0.993, "smiles": "CCOC.N", "homo_energy_ev": -9.4, "elements": ["C", "C", "O", "C", "H", "H", "H", "H", "H", "H", "H", "H", "N", "H", "H", "H"], "positions_angstrom": [[-1.18900, -0.48297, 1.34850], [-1.00571, -1.14573, -0.04964], [-0.18093, -0.17487, -0.81968], [-0.48168, 1.20687, -0.97111], [-2.08128, -0.89844, 1.86670], [-0.20637, -0.69426, 1.95333], [-1.31794, 0.61229, 1.24669], [-1.98656, -1.35726, -0.48965], [-0.32517, -1.96262, 0.16169], [-0.04478, 1.74066, -0.10301], [-1.57797, 1.40561, -1.00546], [-0.08145, 1.54660, -1.93591], [2.67205, -0.07597, -0.08711], [3.52236, -0.20036, -0.64929], [2.45205, 0.94232, 0.12001], [1.83237, -0.46185, -0.58606]]}

Record 6
{"formula": "C3H11NO", "method": "ωB97M-V/def2-TZVPD", "multiplicity": 1, "orbital_gap_ev": 9.67, "e_lumo_ev": 0.868, "smiles": "CN(C)C.O", "homo_energy_ev": -8.8, "elements": ["C", "N", "C", "C", "H", "H", "H", "H", "H", "H", "H", "H", "H", "O", "H", "H"], "positions_angstrom": [[-0.02147, -0.24754, -1.35845], [0.47283, -0.32421, 0.03422], [-0.24355, -1.38661, 0.76749], [1.91965, -0.45254, -0.06222], [-1.07606, 0.05348, -1.29240], [0.06742, -1.23928, -1.83006], [0.41092, 0.62080, -1.86316], [-1.27876, -1.38343, 0.45863], [0.21753, -2.33949, 0.42562], [0.02084, -1.26259, 1.81823], [2.44523, -1.05113, 0.70524], [2.37014, 0.51576, 0.18865], [2.23010, -1.05450, -0.92113], [-1.84829, 2.30886, 0.68622], [-2.38490, 1.75971, 0.07255], [-0.97176, 1.97077, 0.45052]]}

Record 7
{"formula": "C3H11NO", "method": "ωB97M-V/def2-TZVPD", "multiplicity": 1, "orbital_gap_ev": 9.60, "e_lumo_ev": 0.862, "smiles": "CCN.CO", "homo_energy_ev": -8.7, "elements": ["C", "C", "N", "H", "H", "H", "H", "H", "H", "H", "C", "O", "H", "H", "H", "H"], "positions_angstrom": [[2.69797, 1.19041, -1.43867], [1.23463, 1.26058, -0.75818], [1.14708, 0.26394, 0.42147], [2.71536, 1.91685, -2.25496], [2.97326, 0.20730, -2.07700], [3.49548, 1.42849, -0.65936], [0.48075, 0.91564, -1.53330], [1.00489, 2.37836, -0.55778], [0.88295, 0.73799, 1.28821], [1.03221, -0.68651, 0.16295], [-1.94850, -1.73380, 0.47158], [-2.94903, -0.85776, 1.39868], [-1.31558, -2.12299, 1.38048], [-1.60303, -0.99366, -0.22020], [-2.41266, -2.60842, -0.02881], [-3.59552, -0.46168, 0.71159]]}

Record 8
{"formula": "C3H11NO", "method": "ωB97M-V/def2-TZVPD", "multiplicity": 2, "orbital_gap_ev": [10.28, 4.04], "e_lumo_ev": [-3.263, -9.501], "total_charge": 1, "homo_energy_ev": [-13.5, -13.5], "elements": ["C", "N", "H", "H", "H", "H", "H", "H", "C", "O", "C", "H", "H", "H", "H", "H"], "positions_angstrom": [[0.47200, 0.40721, 1.04248], [0.67328, -3.72644, 0.85973], [0.41310, -0.43710, 1.72291], [0.67737, 1.31087, 1.65190], [1.25128, 0.47312, 0.29158], [-0.02477, -4.34432, 0.43070], [0.86962, -3.11496, 0.06737], [0.12076, -3.13742, 1.49264], [-0.93851, 0.95424, -0.86119], [-0.82811, 0.58797, 0.53829], [-0.20905, 2.26120, -1.16181], [-0.49478, 0.08233, -1.35641], [-2.00787, 0.94023, -1.04644], [-0.56324, 2.83804, -2.00947], [-0.24056, 2.89664, -0.27790], [0.82947, 2.00840, -1.38439]]}

Record 9
{"formula": "C3H11NO2", "method": "ωB97M-V/def2-TZVPD", "multiplicity": 2, "orbital_gap_ev": [7.73, 6.70], "e_lumo_ev": [4.125, 3.106], "total_charge": -1, "homo_energy_ev": [-3.6, -3.6], "elements": ["C", "C", "C", "N", "H", "H", "H", "H", "H", "H", "H", "H", "H", "O", "H", "H", "O"], "positions_angstrom": [[0.23316, -1.36392, 0.10012], [1.41543, -0.46471, -0.37198], [0.90382, 1.01931, -0.28867], [2.41881, -0.62899, 0.63973], [-0.06458, -0.99389, 1.08838], [0.62111, -2.35537, 0.34293], [-0.60902, -1.37231, -0.62062], [-0.15133, 1.26429, -0.79929], [1.63739, 1.77281, -0.66619], [3.35963, -0.88811, 0.31799], [0.91004, 1.18799, 0.80349], [-3.18187, 0.14539, -0.97123], [-2.32920, 0.83777, 0.11455], [-2.24759, 0.23701, -1.06724], [-2.59114, 1.04702, 1.79790], [1.72533, -0.74633, -1.41139], [-2.04998, 1.30204, 0.99150]]}

Record 10
{"formula": "C3H11NO2", "method": "ωB97M-V/def2-TZVPD", "multiplicity": 1, "orbital_gap_ev": 10.06, "e_lumo_ev": 0.582, "smiles": "C=CCN.O.O", "homo_energy_ev": -9.5, "elements": ["C", "C", "C", "N", "H", "H", "H", "H", "H", "H", "H", "O", "H", "H", "O", "H", "H"], "positions_angstrom": [[1.52474, -1.19030, 0.68259], [0.76416, -0.20443, 1.16642], [0.51440, 1.14880, 0.58429], [-0.76152, 1.16804, -0.17769], [1.84203, -1.96371, 1.37171], [2.00439, -1.10350, -0.28321], [0.05696, -0.51582, 1.93432], [1.35053, 1.41672, -0.06899], [0.40991, 1.86955, 1.38277], [-0.75225, 1.99827, -0.76416], [-0.65723, 0.44602, -0.88613], [-2.99544, -0.53901, 0.84075], [-3.75744, -0.08293, 1.20302], [-2.46325, 0.11833, 0.35569], [0.77128, -0.52391, -2.31017], [1.65562, -0.58812, -2.69267], [0.49309, -1.45398, -2.33854]]}

Record 11
{"formula": "C3H11NO2", "method": "ωB97M-V/def2-TZVPD", "multiplicity": 1, "orbital_gap_ev": 9.94, "e_lumo_ev": 0.844, "smiles": "CNCCO.O", "homo_energy_ev": -9.1, "elements": ["C", "N", "C", "C", "O", "H", "H", "H", "H", "H", "H", "H", "H", "H", "O", "H", "H"], "positions_angstrom": [[-1.78113, 1.23694, -1.37703], [-0.86853, 0.82584, -0.29556], [0.34826, 0.10505, -0.65383], [0.54148, -1.03408, 0.34474], [-0.33136, -2.14384, 0.02389], [-1.86210, 0.34743, -2.03040], [-1.43129, 2.10091, -1.97900], [-2.80130, 1.44468, -1.07534], [-0.81259, 1.63618, 0.30524], [0.11099, -0.24550, -1.66350], [1.31650, 0.60892, -0.69799], [1.54966, -1.45421, 0.37614], [0.34608, -0.70767, 1.38478], [-1.16607, -1.65235, 0.06779], [2.63756, -0.24461, 2.24426], [1.74369, 0.09390, 2.11927], [2.46015, -0.91757, 2.90655]]}

Record 12
{"formula": "C3H11NO2", "method": "ωB97M-V/def2-TZVPD", "multiplicity": 1, "orbital_gap_ev": 10.07, "e_lumo_ev": 0.697, "smiles": "C[C@H](O)CN.O", "homo_energy_ev": -9.4, "elements": ["C", "C", "O", "C", "N", "H", "H", "H", "H", "H", "H", "H", "H", "H", "O", "H", "H"], "positions_angstrom": [[0.85706, -0.74145, 1.07628], [-0.32112, -0.44693, 0.11784], [0.28281, 0.38067, -0.91171], [-1.55117, 0.09723, 0.87493], [-2.76330, 0.26251, 0.09658], [1.50040, -1.51554, 0.65032], [1.46904, 0.14465, 1.10715], [0.45803, -1.05085, 2.04461], [-0.64198, -1.31136, -0.49580], [-0.09208, 0.31127, -1.79114], [-1.79519, -0.57248, 1.71575], [-1.33182, 1.10858, 1.19958], [-3.02881, -0.56183, -0.41920], [-2.73943, 1.14195, -0.41929], [3.02339, 0.35909, -1.06014], [3.18801, 0.84362, -0.23603], [2.03702, 0.35345, -1.04391]]}

Record 13
{"formula": "C3H11NO2", "method": "ωB97M-V/def2-TZVPD", "multiplicity": 1, "orbital_gap_ev": 9.07, "e_lumo_ev": 0.827, "homo_energy_ev": -8.2, "elements": ["C", "O", "O", "H", "H", "H", "H", "C", "C", "N", "H", "H", "H", "H", "H", "H", "H"], "positions_angstrom": [[-0.83751, -1.19001, 0.52211], [-1.92763, -0.00549, -0.47640], [-3.10057, -0.76541, -0.78724], [-3.80040, -0.29746, -0.31177], [-1.23978, -0.85704, 1.47091], [-1.37784, -1.98538, 0.01822], [0.19131, -1.52092, 0.64174], [0.76074, 1.44456, 0.73385], [1.85540, -0.12946, -0.79648], [0.61600, 0.39485, -0.26022], [-0.08709, 0.62324, -0.96199], [1.35578, 2.29088, 0.36485], [1.26757, 1.04224, 1.61458], [-0.23159, 1.79452, 1.01071], [1.63813, -0.86528, -1.57002], [2.50270, 0.65260, -1.21422], [2.41478, -0.62644, 0.00136]]}

Record 14
{"formula": "C3H11NO2", "method": "ωB97M-V/def2-TZVPD", "multiplicity": 1, "orbital_gap_ev": 11.11, "e_lumo_ev": 1.030, "smiles": "CCO.NCO", "homo_energy_ev": -10.1, "elements": ["C", "C", "O", "H", "H", "H", "H", "H", "H", "N", "C", "O", "H", "H", "H", "H", "H"], "positions_angstrom": [[-4.74747, 1.52114, -2.56093], [-5.09351, 0.98102, -1.15588], [-5.84904, -0.25912, -1.21273], [-3.86447, 2.15968, -2.54774], [-4.52930, 0.68147, -3.21337], [-5.65311, 2.06721, -2.82275], [-5.81557, 1.58244, -0.60884], [-4.17948, 0.66998, -0.65768], [-5.58415, -0.75863, -1.97586], [4.28704, 0.05368, 1.47241], [5.10868, -1.09249, 1.27507], [6.16880, -1.11927, 2.24956], [3.92874, 0.05541, 2.42094], [4.83714, 0.89646, 1.34657], [4.49958, -1.98186, 1.45415], [5.58687, -1.13852, 0.29215], [6.63838, -1.96241, 2.23460]]}

Number 1: calculated total energy -9240.166 eV, maximum force 3.8 eV/Å. Number 2: calculated total energy -11293.713 eV, maximum force 3.6 eV/Å. Number 3: calculated total energy -10738.956 eV, maximum force 0.5 eV/Å. Number 4: calculated total energy -10716.030 eV, maximum force 5.8 eV/Å. Number 5: calculated total energy -6825.669 eV, maximum force 3.8 eV/Å. Number 6: calculated total energy -6825.755 eV, maximum force 2.6 eV/Å. Number 7: calculated total energy -6824.434 eV, maximum force 4.7 eV/Å. Number 8: calculated total energy -6816.420 eV, maximum force 1.2 eV/Å. Number 9: calculated total energy -8872.267 eV, maximum force 4.2 eV/Å. Number 10: calculated total energy -8873.382 eV, maximum force 1.3 eV/Å. Number 11: calculated total energy -8873.304 eV, maximum force 1.7 eV/Å. Number 12: calculated total energy -8874.007 eV, maximum force 1.5 eV/Å. Number 13: calculated total energy -8868.252 eV, maximum force 2.0 eV/Å. Number 14: calculated total energy -8873.503 eV, maximum force 2.0 eV/Å.